Record 1
Here is 7 unconnected molecules or ions with the total composition C28H77N7O7 from OMol25. Energies are from ωB97M-V with the def2-TZVPD basis set.

Calculated values
HOMO level = -0.313 Ha
SMILES = COC[C@H](C)N.COC[C@H](C)N.COC[C@H](C)N.COC[C@H](C)N.COC[C@H](C)N.COC[C@H](C)N.COC[C@H](C)N

The geometry in XYZ format:
```
119
C28H77N7O7 (ωB97M-V with the def2-TZVPD basis set)
H -14.6454 -18.3106 -6.5206
N -8.0925 -17.3386 -5.0070
C -11.0638 -14.9378 -10.6431
H -16.4504 -14.3734 -5.9949
H -11.7488 -11.0537 -10.9929
H -18.7769 -11.6469 -10.5008
H -12.6508 -14.1855 -6.7256
C -11.9426 -15.3266 -14.6746
N -15.9489 -17.0872 -10.9767
H -12.4529 -18.4845 -13.7766
H -9.5964 -18.6681 -5.1558
H -10.5027 -15.1883 -11.5434
N -15.3769 -12.4145 -4.5752
H -9.6464 -16.7443 -14.6963
O -11.5122 -16.5001 -13.9458
H -10.1389 -9.3923 -12.0629
N -9.4494 -10.1294 -12.0255
H -9.2270 -12.6823 -11.3966
H -12.4632 -15.6457 -15.5775
H -9.4308 -18.8623 -9.6015
O -15.0975 -18.2345 -8.4777
H -11.3746 -16.7351 -4.4485
H -13.5563 -18.1734 -9.7934
C -10.5242 -18.5678 -13.8382
C -15.0785 -18.8954 -12.3026
H -12.5097 -14.5373 -2.0290
H -13.1367 -14.1370 -9.1654
C -9.5614 -19.6465 -14.3422
H -12.2029 -15.6560 -6.0832
H -10.8294 -14.0450 -2.1250
H -11.0736 -14.7427 -14.9778
H -10.8324 -18.2919 -8.9609
H -12.6529 -14.7446 -14.0872
H -14.2722 -11.4713 -12.9477
C -9.7664 -18.0656 -8.9376
H -16.1534 -16.9155 -10.0026
O -12.1974 -15.6627 -8.1037
C -16.1080 -12.4344 -8.7243
H -8.6200 -19.1862 -14.6421
C -9.3789 -12.4538 -12.4515
H -15.1488 -16.5496 -11.2782
H -10.3697 -15.1522 -9.8305
C -12.7652 -15.2510 -6.9245
H -18.0937 -13.1555 -9.0864
H -8.7577 -9.7325 -12.6452
H -12.2028 -10.3531 -12.4832
C -14.1257 -18.5601 -7.4457
H -12.0969 -16.7976 -10.4299
H -14.2516 -18.2608 -12.6215
C -13.9672 -12.3386 -4.2739
C -13.6422 -12.2389 -2.7650
H -9.8615 -13.3270 -12.8905
C -10.2395 -11.1732 -12.6060
C -15.5881 -18.4755 -10.9100
H -15.6631 -13.3394 -4.2876
H -10.0579 -20.2308 -15.1169
N -13.2075 -15.5279 -11.6029
H -13.1819 -14.5285 -11.7468
H -13.8148 -15.5175 -6.7998
H -13.4945 -13.2418 -4.6597
C -9.8306 -17.2108 -6.6915
H -15.2082 -12.1998 -9.2931
H -7.5349 -17.8790 -5.6528
C -16.8939 -13.8089 -6.8151
H -9.7187 -16.1428 -6.8782
C -16.8898 -13.8204 -10.6921
O -12.4195 -12.4544 -12.4660
H -14.0517 -15.6097 -9.2294
C -9.4960 -17.5874 -5.2558
H -15.4282 -12.5614 -5.5731
H -10.1342 -18.2364 -12.8759
H -13.9438 -19.6337 -7.3959
C -10.5856 -17.2955 -14.6490
H -13.7871 -11.2094 -6.1178
H -14.0849 -12.2254 -11.4170
H -14.2552 -13.2209 -12.9362
H -17.2616 -12.9650 -6.2315
H -13.2218 -17.9683 -7.5900
N -11.8041 -19.2479 -13.6486
H -11.9771 -19.7655 -14.4985
O -9.0900 -18.0436 -7.6689
H -9.9516 -15.7273 -4.1788
C -11.7008 -11.2270 -12.0680
C -13.4315 -11.2020 -5.0875
H -17.5579 -14.5094 -7.3215
H -9.2741 -20.2982 -13.5172
H -10.2046 -17.3522 -3.3682
O -12.2758 -12.5279 -2.4674
H -14.2730 -12.9029 -2.1741
C -10.2985 -16.7560 -4.2759
N -17.7729 -11.5870 -10.4085
H -8.4706 -12.3157 -13.0381
H -14.6784 -19.9092 -12.3052
C -13.0352 -15.2222 -9.1617
C -11.8200 -13.8689 -2.5443
H -13.7677 -10.2575 -4.6598
H -16.2750 -11.4476 -8.2923
H -13.9048 -11.2730 -2.3335
C -13.8187 -12.3387 -12.4680
C -17.2761 -12.7858 -9.7053
H -10.8997 -17.3737 -6.8279
H -15.8097 -18.7906 -13.1042
H -10.9806 -17.5898 -15.6214
H -10.2617 -10.9931 -13.6808
C -14.5346 -18.6490 -9.7242
C -12.3343 -15.7338 -10.4408
H -11.8322 -14.2462 -3.5669
H -17.6480 -14.0683 -11.4349
H -11.3191 -13.8781 -10.6424
H -16.6811 -14.6587 -10.0274
O -15.8300 -13.4215 -7.6819
H -12.3424 -11.2081 -5.0447
H -15.9982 -13.5398 -11.2529
H -9.6706 -17.1490 -9.5196
H -14.3006 -19.7108 -9.6479
H -12.6988 -15.9792 -12.3497
H -7.8920 -16.3839 -5.2686
H -16.4722 -19.0505 -10.6346
H -17.5119 -11.7280 -11.3739
```



Record 2
Here is a molecular structure, C33H49As3BaN3 from OMol25. Energies are from ωB97M-V with the def2-TZVPD basis set.

Calculated values
Net charge = +1
HOMO level = -0.372 Ha

The geometry in XYZ format:
```
89
C33H49As3BaN3 (ωB97M-V with the def2-TZVPD basis set)
H 1.3240 0.6411 -6.1712
C -3.1086 -0.8700 0.0621
H -6.6599 -3.6911 1.6161
H -1.0928 4.5054 1.5223
H -2.5341 -4.7416 -2.3546
H 5.1897 0.7322 3.3679
C 6.1844 1.0704 3.0851
H 3.1595 3.9412 -0.3861
H -0.6395 -1.9717 0.4245
C -4.8015 -4.7653 1.4690
N -4.1322 -2.5459 -2.0338
H 3.8856 -0.9739 2.4647
H 0.4691 5.0855 2.1335
C 4.8615 3.5387 1.6321
C -4.2583 -0.0778 0.0932
H -2.9973 -2.4326 -3.9821
H 3.2851 -0.7061 -1.5283
N -2.5264 -1.7321 -3.4233
C -3.4277 -4.2485 -0.4641
H 1.1643 1.0688 -3.7762
C -3.6584 -4.9636 0.7061
H -5.7940 0.8020 1.2933
H 1.8153 2.1561 2.6597
H -6.2438 -2.3642 -0.4224
C 0.5461 5.0569 -0.9671
H -2.9368 -5.7134 1.0065
H 0.9166 5.9516 -0.4653
C 2.8074 -0.8460 2.3727
H -1.6814 -5.3899 -0.9530
H -1.5365 -3.6833 -1.3741
C 2.6754 3.8194 0.5878
C -5.5279 -3.1088 -0.1030
H 4.6620 2.8970 4.8497
H -4.9587 -5.3415 2.3690
H -2.7648 -1.3763 3.3832
C -1.4547 -1.0192 -4.0959
H -4.9541 -2.2031 -2.5110
H -0.7255 -2.0086 2.1946
H 6.8774 0.8134 3.8863
C 5.5234 3.5063 4.5815
C -0.0749 4.2096 1.7794
C -2.9862 -1.7302 -2.1623
H 3.9534 1.7049 -0.3510
H 5.3450 3.6067 0.6541
H -3.4027 -1.8461 -6.0587
H -2.1614 -2.2263 -7.2377
C 3.4960 2.8323 1.4511
C -1.3912 -1.2752 -5.4717
C -5.7536 -3.8449 1.0474
C -1.2922 -2.1684 1.2774
H -0.3128 -0.8594 -7.2641
As 0.7821 3.4916 0.1776
H -4.8404 -0.0548 3.4222
As 2.3892 0.0882 0.7202
H 5.2312 4.5551 4.5521
H -4.6624 0.2900 -0.8441
C -0.3782 -0.6671 -6.2011
H 6.2882 3.3927 5.3481
H -1.5471 -3.2276 1.2173
As 6.3271 3.0137 2.8644
C -4.3553 -0.2685 2.4807
H 4.6883 4.5750 1.9437
H -2.3152 -3.2130 -5.7994
Ba -0.5018 0.6544 -0.9531
C -4.8902 0.2087 1.2891
H 6.5135 0.5538 2.1851
C -0.5666 -0.1816 -3.4234
H 2.8197 -2.0853 -0.5213
C -4.3653 -3.2942 -0.8390
C -2.2291 -4.5278 -1.3295
H 2.6812 4.8043 1.0652
C -3.1875 -1.0119 2.4553
C -2.3707 -2.1862 -6.1715
C 3.3128 -1.1128 -0.5165
H 2.3317 -1.8270 2.3383
H 3.3823 1.9378 3.4281
H -0.5111 5.1907 -1.1969
H 2.6691 3.5458 3.3260
C -2.5395 -1.3182 1.2607
H -0.1162 3.4668 2.5732
H 4.3529 -1.2407 -0.2114
C 0.4221 0.4001 -4.2265
C 0.5398 0.1748 -5.5908
H 4.6475 1.0240 1.1034
H 1.0916 4.9165 -1.9000
C 3.7525 1.5028 0.7060
C 2.8029 2.6042 2.7915
N -2.4262 -1.0885 -1.1706
H 2.4256 -0.3004 3.2333
```



- Which value of HOMO level does entry 2 give?
  -0.372 Ha



- HOMO level of number 2 (C33H49As3BaN3)?
  -0.372 Ha